Density functional theory data (ωB97M-V with the def2-TZVPD basis set) for C36H38F4N4O2S in the gas phase.

Each atom is followed by the atoms it is bonded to, with distances in Å.
Atoms and positions in Å:
1 C 2.520 1.840 -4.357  C2 1.531, H48 1.086, H49 1.087, H50 1.088
2 C 1.452 1.897 -3.261  C1 1.531, N3 1.453, H51 1.093, H52 1.094
3 N 0.354 0.955 -3.398  C2 1.453, C4 1.452, C6 1.452
4 C -0.453 1.148 -4.589  N3 1.452, C5 1.526, H53 1.103, H54 1.092
5 C -1.865 0.596 -4.410  C4 1.526, H55 1.087, H56 1.087, H57 1.087
6 C 0.718 -0.426 -3.138  N3 1.452, C7 1.543, H58 1.093, H59 1.096
7 C -0.014 -0.970 -1.894  C6 1.543, N8 1.446, H60 1.092, H61 1.091
8 N 0.333 -0.240 -0.694  C7 1.446, C9 1.455, C26 1.342
9 C -0.496 0.920 -0.406  N8 1.455, C10 1.504, H62 1.092, H63 1.094
10 C -1.871 0.515 0.051  C9 1.504, C11 1.388, C25 1.390
11 C -3.005 1.122 -0.473  C10 1.388, C12 1.382, H64 1.081
12 C -4.265 0.754 -0.042  C11 1.382, C13 1.393, H65 1.080
13 C -4.425 -0.243 0.916  C12 1.393, C14 1.470, C24 1.394
14 C -5.764 -0.639 1.373  C13 1.470, C15 1.394, C23 1.394
15 C -6.745 0.323 1.611  C14 1.394, C16 1.381, H66 1.079
16 C -8.004 -0.043 2.045  C15 1.381, C17 1.389, H67 1.079
17 C -8.299 -1.387 2.239  C16 1.389, C18 1.500, C22 1.389
18 C -9.654 -1.795 2.738  C17 1.500, F19 1.343, F20 1.350, F21 1.342
19 F -10.049 -2.985 2.255  C18 1.343
20 F -9.684 -1.912 4.082  C18 1.350
21 F -10.617 -0.917 2.420  C18 1.342
22 C -7.333 -2.358 2.009  C17 1.389, C23 1.381, H68 1.079
23 C -6.076 -1.982 1.580  C14 1.394, C22 1.381, H69 1.079
24 C -3.286 -0.854 1.438  C13 1.394, C25 1.380, H70 1.080
25 C -2.029 -0.475 1.015  C10 1.390, C24 1.380, H71 1.080
26 C 1.394 -0.484 0.091  N8 1.342, O27 1.217, C28 1.544
27 O 1.684 0.197 1.057  C26 1.217
28 C 2.246 -1.727 -0.245  C26 1.544, N29 1.441, H72 1.093, H73 1.090
29 N 3.522 -1.605 0.413  C28 1.441, C30 1.363, C44 1.372
30 C 4.562 -0.926 -0.149  N29 1.363, S31 1.771, N40 1.274
31 S 4.344 -0.397 -1.825  C30 1.771, C32 1.829
32 C 5.912 0.504 -2.099  S31 1.829, C33 1.492, H74 1.093, H75 1.089
33 C 5.690 1.977 -2.035  C32 1.492, C34 1.389, C39 1.392
34 C 5.805 2.766 -3.173  C33 1.389, C35 1.384, H76 1.080
35 C 5.578 4.130 -3.112  C34 1.384, C36 1.382, H77 1.079
36 C 5.225 4.690 -1.899  C35 1.382, F37 1.350, C38 1.384
37 F 4.991 6.018 -1.836  C36 1.350
38 C 5.104 3.929 -0.749  C36 1.384, C39 1.381, H78 1.078
39 C 5.340 2.571 -0.825  C33 1.392, C38 1.381, H79 1.080
40 N 5.675 -0.671 0.416  C30 1.274, C41 1.396
41 C 5.958 -1.018 1.738  N40 1.396, O42 1.211, C43 1.453
42 O 7.033 -0.758 2.233  C41 1.211
43 C 4.846 -1.684 2.394  C41 1.453, C44 1.351, C47 1.497
44 C 3.695 -1.935 1.733  N29 1.372, C43 1.351, C45 1.497
45 C 2.664 -2.572 2.614  C44 1.497, C46 1.540, H80 1.093, H81 1.092
46 C 3.478 -2.974 3.858  C45 1.540, C47 1.540, H82 1.091, H83 1.088
47 C 4.757 -2.118 3.824  C43 1.497, C46 1.540, H84 1.093, H85 1.089
48 H 3.291 2.574 -4.145  C1 1.086
49 H 2.088 2.059 -5.330  C1 1.087
50 H 2.985 0.857 -4.392  C1 1.088
51 H 1.926 1.714 -2.293  C2 1.093
52 H 1.020 2.902 -3.236  C2 1.094
53 H 0.002 0.683 -5.479  C4 1.103
54 H -0.519 2.224 -4.768  C4 1.092
55 H -2.322 1.012 -3.517  C5 1.087
56 H -1.856 -0.488 -4.323  C5 1.087
57 H -2.473 0.863 -5.270  C5 1.087
58 H 1.796 -0.503 -2.975  C6 1.093
59 H 0.463 -1.067 -3.990  C6 1.096
60 H 0.206 -2.032 -1.771  C7 1.092
61 H -1.091 -0.860 -2.031  C7 1.091
62 H -0.554 1.535 -1.307  C9 1.092
63 H 0.008 1.481 0.387  C9 1.094
64 H -2.898 1.896 -1.219  C11 1.081
65 H -5.137 1.226 -0.471  C12 1.080
66 H -6.512 1.368 1.475  C15 1.079
67 H -8.758 0.705 2.232  C16 1.079
68 H -7.572 -3.400 2.160  C22 1.079
69 H -5.332 -2.739 1.384  C23 1.079
70 H -3.390 -1.610 2.203  C24 1.080
71 H -1.153 -0.941 1.441  C25 1.080
72 H 1.734 -2.619 0.125  C28 1.093
73 H 2.417 -1.828 -1.316  C28 1.090
74 H 6.558 0.152 -1.291  C32 1.093
75 H 6.281 0.186 -3.073  C32 1.089
76 H 6.079 2.314 -4.115  C34 1.080
77 H 5.669 4.755 -3.987  C35 1.079
78 H 4.832 4.400 0.182  C38 1.078
79 H 5.261 1.960 0.061  C39 1.080
80 H 1.897 -1.830 2.854  C45 1.093
81 H 2.177 -3.433 2.152  C45 1.092
82 H 3.743 -4.029 3.791  C46 1.091
83 H 2.912 -2.826 4.775  C46 1.088
84 H 4.675 -1.239 4.468  C47 1.093
85 H 5.644 -2.670 4.134  C47 1.089

Properties
* highest occupied orbital energy: -8.577 eV
* maximum force: 0.69 eV Å⁻¹